No. 1
C25H29MgN5 | ωB97M-V/def2-TZVPD

Positions of all 60 atoms, in Å:
Mg: 0.01 0.39 0.07
C: -1.81 3.47 -1.81
C: -0.61 2.86 -2.24
C: 0.15 2.58 -1.09
C: -0.58 2.98 0.02
C: -1.78 3.55 -0.42
H: -2.59 3.84 -2.49
H: -0.31 2.65 -3.24
H: 1.15 2.17 -1.11
H: -0.25 3.00 1.05
H: -2.46 3.94 0.31
C: -3.09 0.58 -0.16
N: -1.98 0.42 -1.10
C: -2.09 -0.63 -2.07
C: -0.67 -0.95 -2.49
N: 0.40 -0.84 -1.75
C: 1.41 -1.45 -2.45
C: 2.71 -1.75 -1.97
C: 3.50 -2.55 -2.81
C: 2.97 -3.01 -4.06
C: 1.70 -2.75 -4.48
C: 0.92 -2.00 -3.61
N: -0.40 -1.59 -3.68
C: -2.78 -0.20 1.06
N: -1.58 -0.67 1.38
C: -1.73 -1.22 2.65
C: -0.84 -1.84 3.47
C: -1.28 -2.37 4.69
C: -2.62 -2.20 5.10
C: -3.51 -1.43 4.32
C: -3.03 -0.99 3.12
N: -3.64 -0.30 2.10
H: -4.03 0.22 -0.60
H: -3.22 1.67 0.05
H: -1.85 1.36 -1.50
H: -2.68 -0.40 -2.94
H: -2.55 -1.52 -1.63
H: 3.02 -1.35 -1.03
H: 4.55 -2.86 -2.51
H: 3.65 -3.65 -4.63
H: 1.27 -3.16 -5.42
H: -1.14 -1.94 -4.26
H: 0.24 -1.91 3.16
H: -0.57 -2.91 5.34
H: -2.97 -2.56 6.06
H: -4.47 -1.16 4.74
H: -4.58 0.01 2.16
C: 3.46 1.30 -0.07
C: 2.69 1.54 1.22
C: 3.69 1.67 2.39
C: 1.62 0.47 1.46
H: 4.20 2.08 -0.32
H: 2.84 1.22 -0.98
H: 4.14 0.41 0.00
H: 2.16 2.49 1.08
H: 4.46 0.88 2.37
H: 3.15 1.58 3.33
H: 4.23 2.65 2.29
H: 1.23 0.64 2.47
H: 2.16 -0.47 1.46

Results
Frontier orbital gap in eV: 7.02
Energy relative to the best compared isomer or geometry (same formula, charge and spin) in eV: 0.462

No. 2
C25H29N3O2 | ωB97M-V/def2-TZVPD

Positions of all 59 atoms, in Å:
C: -6.12 -1.26 -1.06
C: -5.91 -1.95 0.21
O: -4.95 -1.23 1.03
C: -3.73 -1.57 0.83
C: -3.20 -2.59 -0.22
C: -1.91 -2.63 -0.11
C: -1.09 -1.93 0.82
C: 0.35 -1.85 0.39
C: 1.27 -0.86 0.70
C: 2.64 -0.93 0.69
C: 3.55 0.32 0.89
O: 4.53 0.20 1.63
N: 3.06 1.51 0.05
C: 3.71 2.67 0.50
C: 2.57 3.80 0.87
C: 1.50 3.93 -0.25
N: 0.63 2.60 -0.49
C: 0.07 2.54 -1.65
C: -1.26 3.23 -1.66
C: -1.59 3.39 -0.33
C: -0.60 2.73 0.64
C: 3.28 -2.11 0.04
C: 4.51 -2.52 -0.04
C: 4.99 -3.85 -0.53
C: 3.95 -4.73 -0.73
C: 2.68 -4.50 -0.79
C: 2.25 -3.15 -0.13
N: 0.93 -3.26 -0.10
C: -1.58 -0.93 1.48
C: -2.98 -0.80 1.61
H: -5.26 -1.38 -1.76
H: -6.50 -0.20 -0.96
H: -6.92 -1.64 -1.71
H: -5.72 -3.07 0.22
H: -6.96 -1.74 0.97
H: -3.78 -3.08 -0.63
H: -1.23 -3.15 -0.98
H: 0.78 0.16 1.32
H: 2.27 1.21 -0.11
H: 4.39 2.37 1.29
H: 4.21 2.88 -0.37
H: 1.97 3.26 1.93
H: 3.03 4.57 1.18
H: 1.91 4.06 -1.22
H: 1.04 4.65 0.01
H: -0.32 1.40 -1.77
H: 0.69 2.64 -2.44
H: -1.05 4.30 -2.00
H: -1.97 3.13 -2.23
H: -2.58 2.93 0.29
H: -1.69 4.45 0.24
H: -0.71 1.49 0.83
H: -0.36 3.09 1.76
H: 5.29 -1.60 0.01
H: 5.87 -3.81 -0.70
H: 4.39 -5.60 -1.28
H: 1.97 -5.20 -0.91
H: -0.99 -0.21 2.31
H: -3.33 -0.21 2.43

Results
Frontier orbital gap in eV: 6.54
SMILES: CCOc1ccc(-c2cc(C(=O)NCCCN3CCCC3)c3ccccc3n2)cc1
Energy relative to the best compared isomer or geometry (same formula, charge and spin) in eV: 21.506

No. 3
C25H29N3O2PtSi | ωB97M-V/def2-TZVPD

Positions of all 61 atoms, in Å:
Pt: -0.93 -0.72 0.78
C: 1.10 -0.81 0.99
Si: 1.72 0.72 0.18
C: 0.45 1.94 0.88
N: -0.92 1.36 0.70
C: -1.89 1.88 1.75
C: -2.82 2.98 1.25
C: -2.06 3.96 0.36
C: -1.58 3.22 -0.90
C: -1.45 1.71 -0.65
C: 1.60 0.69 -1.69
C: 1.16 -0.45 -2.37
C: 1.01 -0.44 -3.75
C: 1.29 0.70 -4.48
C: 1.73 1.85 -3.82
C: 1.88 1.83 -2.44
C: 3.42 1.34 0.68
C: 4.47 1.47 -0.24
C: 5.73 1.90 0.17
C: 5.97 2.20 1.50
C: 4.94 2.06 2.43
C: 3.69 1.64 2.02
H: 1.36 -0.80 2.05
H: 1.50 -1.75 0.57
H: 0.50 2.95 0.47
H: 0.64 2.02 1.95
H: -1.29 2.25 2.58
H: -2.47 1.03 2.12
H: -3.25 3.48 2.12
H: -3.65 2.55 0.70
H: -1.20 4.35 0.92
H: -2.68 4.81 0.10
H: -0.64 3.64 -1.27
H: -2.31 3.34 -1.70
H: -0.80 1.26 -1.39
H: -2.42 1.22 -0.74
H: 0.91 -1.35 -1.81
H: 0.66 -1.34 -4.26
H: 1.16 0.71 -5.55
H: 1.95 2.74 -4.38
H: 2.23 2.73 -1.94
H: 4.30 1.24 -1.28
H: 6.52 2.00 -0.56
H: 6.95 2.54 1.81
H: 5.12 2.29 3.47
H: 2.91 1.52 2.76
O: -3.03 -0.93 0.61
N: -3.39 -2.16 0.59
N: -2.46 -3.01 0.68
O: -1.16 -2.72 0.79
C: -2.79 -4.41 0.67
C: -1.76 -5.33 0.72
C: -2.06 -6.68 0.71
C: -3.38 -7.11 0.65
C: -4.40 -6.17 0.60
C: -4.12 -4.82 0.61
H: -0.74 -4.98 0.77
H: -1.26 -7.41 0.75
H: -3.61 -8.17 0.64
H: -5.43 -6.50 0.55
H: -4.91 -4.08 0.57

Results
Frontier orbital gap in eV: 8.59
Energy relative to the best compared isomer or geometry (same formula, charge and spin) in eV: 0.000

No. 4
C25H30AsF9IrN9O2P | ωB97M-V/def2-TZVPD

Positions of all 78 atoms, in Å:
Ir: -0.15 0.02 0.15
C: -0.12 2.48 5.06
N: -0.12 1.42 4.06
C: 0.27 0.12 4.27
C: 0.15 -0.53 3.07
N: -0.33 0.37 2.15
C: -0.45 1.53 2.77
P: -0.93 2.96 1.78
C: 0.46 2.87 0.59
N: 0.59 1.87 -0.28
C: 1.53 2.23 -1.20
C: 1.97 3.48 -0.89
N: 1.29 3.88 0.23
C: 1.48 5.14 0.94
C: -2.12 2.08 0.70
N: -1.91 1.01 -0.08
C: -2.93 0.96 -0.98
C: -3.81 1.97 -0.71
N: -3.29 2.67 0.34
C: -3.89 3.86 0.94
H: 0.03 2.03 6.04
H: -1.07 3.00 5.05
H: 0.69 3.18 4.87
H: 0.60 -0.23 5.23
H: 0.40 -1.54 2.81
H: 1.82 1.58 -2.00
H: 2.71 4.10 -1.35
H: 2.13 5.77 0.35
H: 1.94 4.96 1.91
H: 0.52 5.65 1.07
H: -2.97 0.22 -1.76
H: -4.73 2.25 -1.18
H: -4.89 3.98 0.52
H: -3.30 4.74 0.71
H: -3.98 3.74 2.01
O: 0.33 -1.18 -1.50
N: 0.78 -2.26 -0.86
C: 1.32 -3.15 -1.62
C: 1.79 -4.35 -0.99
N: 2.12 -5.33 -0.48
C: 1.44 -2.98 -3.04
N: 1.51 -2.85 -4.18
F: 4.12 1.60 0.58
C: 3.83 0.72 1.55
F: 3.01 1.36 2.40
F: 4.96 0.45 2.20
C: 3.11 -0.55 0.95
O: 1.81 -0.26 0.90
C: 3.34 -1.73 1.96
F: 4.58 -2.23 1.95
F: 2.49 -2.73 1.70
F: 3.07 -1.31 3.21
C: 3.82 -0.92 -0.40
F: 3.67 -2.21 -0.70
F: 3.33 -0.21 -1.41
F: 5.14 -0.69 -0.34
C: -3.22 -2.25 -1.90
C: -3.46 -2.16 -0.39
As: -1.83 -2.01 0.69
C: -2.62 -1.91 2.48
C: -3.35 -0.62 2.83
C: -1.34 -3.91 0.77
C: -1.39 -4.72 -0.52
H: -4.15 -2.09 -2.44
H: -2.85 -3.24 -2.18
H: -2.48 -1.55 -2.27
H: -3.95 -3.07 -0.03
H: -4.10 -1.32 -0.12
H: -1.82 -2.12 3.19
H: -3.31 -2.76 2.53
H: -2.68 0.24 2.80
H: -3.78 -0.68 3.83
H: -4.17 -0.43 2.13
H: -2.06 -4.35 1.46
H: -0.36 -3.96 1.26
H: -2.42 -4.93 -0.80
H: -0.89 -5.67 -0.38
H: -0.92 -4.22 -1.37

Results
Frontier orbital gap in eV: 7.97
Net charge: +1
Energy relative to the best compared isomer or geometry (same formula, charge and spin) in eV: 1.930